Record 1
Here is a molecular structure, C34H37AsN5O5S2Y from the Open Molecules 2025 dataset. Energies are from wB97M-V/def2-TZVPD.

Values from the calculation:
Energy above the lowest of the compared OMol25 structures with the same formula, charge and spin (kJ/mol): 134.2
Orbital gap (eV): 6.46
Highest occupied orbital energy (eV): -6.93
Total charge: 0
Molar mass (g/mol): 823.7

The geometry in XYZ format:
```
85
C34H37AsN5O5S2Y, DFT wB97M-V/def2-TZVPD
Y 0.64649 -0.22956 0.39141
C 3.69058 -0.10708 3.43064
O 4.55853 -1.19878 3.13243
C 4.34448 -2.00786 2.06019
C 5.38630 -2.85702 1.75124
C 5.30276 -3.79271 0.71488
C 4.13984 -3.87287 -0.01136
C 3.06766 -3.00929 0.27220
C 1.82488 -3.21803 -0.44953
N 0.76982 -2.49462 -0.34811
N -0.36322 -3.00572 -1.01136
C -1.13732 -2.04315 -1.42718
O -0.84728 -0.78529 -1.39033
C -2.47732 -2.45581 -1.94486
C -3.50265 -1.51550 -1.93798
C -4.77447 -1.85812 -2.38159
C -5.02079 -3.14106 -2.85120
C -3.99356 -4.07904 -2.87136
C -2.72775 -3.74131 -2.41633
C 3.15056 -2.03838 1.29846
O 2.15854 -1.23398 1.53656
H 4.17528 0.41821 4.25093
H 2.70681 -0.45368 3.74648
H 3.57772 0.55961 2.57718
H 6.28252 -2.77853 2.35569
H 6.13810 -4.44806 0.50633
H 4.02697 -4.60500 -0.80413
H 1.77982 -4.08150 -1.11516
H -3.28655 -0.51288 -1.58640
H -5.56962 -1.12210 -2.36748
H -6.00852 -3.40930 -3.20476
H -4.18239 -5.07782 -3.24545
H -1.92277 -4.46387 -2.41276
C 4.71604 3.95818 -0.51749
S 3.05507 4.24020 0.11964
C 2.54654 2.62907 0.64080
S 3.28710 1.20431 0.02779
N 1.62232 2.74033 1.56153
N 0.94514 1.59019 1.87868
C 0.43277 1.53838 3.04126
C -0.29487 0.32665 3.46853
C -0.86809 0.25006 4.72669
C -1.47295 -0.93493 5.12042
C -1.47951 -2.01084 4.25030
C -0.90423 -1.84560 2.99947
N -0.34462 -0.70550 2.61336
H 5.08361 4.93767 -0.82348
H 4.70493 3.27942 -1.36593
H 5.35371 3.55283 0.26434
H 0.57935 2.35495 3.74362
H -0.83069 1.10979 5.38377
H -1.92618 -1.01776 6.09989
H -1.91892 -2.96036 4.52451
H -0.89435 -2.65394 2.27458
C -3.88946 0.52302 1.75024
C -2.85395 1.19875 0.88764
O -1.72658 0.74948 0.84319
C -3.23713 2.39307 0.08434
C -2.29433 2.94558 -0.78111
C -2.63393 4.04689 -1.55286
C -3.90686 4.59995 -1.46122
C -4.84496 4.05208 -0.59653
C -4.51073 2.94991 0.17441
H -3.43296 -0.31885 2.26535
H -4.71678 0.16615 1.13154
H -4.29831 1.22271 2.48267
H -1.30389 2.50486 -0.83589
H -1.89979 4.47862 -2.22233
H -4.16832 5.46356 -2.06123
H -5.83412 4.48518 -0.52109
H -5.24883 2.53199 0.84811
C 2.02532 -0.64198 -2.80627
As 1.05304 1.00155 -2.59835
C -0.36753 0.95584 -3.87716
C 2.21899 2.36011 -3.27356
O 0.51571 1.49049 -1.08694
H 2.57445 -0.53303 -3.74124
H 1.33043 -1.47560 -2.86761
H 2.73088 -0.78862 -1.99258
H 0.03211 0.65052 -4.84314
H -0.78466 1.95793 -3.94653
H -1.12388 0.25842 -3.52986
H 2.25583 2.31349 -4.36121
H 3.20799 2.21618 -2.84777
H 1.82660 3.31875 -2.94255
```

Atomic partial charges in e from the Löwdin method, atoms 1 to 5:
1 Y 1.3945
2 C -0.0760
3 O -0.0707
4 C -0.2116
5 C -0.0064

---

Record 2
Here is a gas-phase ion, CH2N3O3 (charge -1) in a non-equilibrium geometry from the Open Molecules 2025 dataset. Energies are from wB97M-V/def2-TZVPD.

Values from the calculation:
Energy above the lowest of the compared OMol25 structures with the same formula, charge and spin (kJ/mol): 187.2
Orbital gap (eV): 8.53
Highest occupied orbital energy (eV): -4.28
Total charge: -1
Molar mass (g/mol): 104.0

The geometry in XYZ format:
```
9
CH2N3O3, DFT wB97M-V/def2-TZVPD
C -3.50244 -0.13305 0.09995
N -1.10924 -0.72417 -0.32109
N 0.27324 -0.37372 -0.26589
N -2.01940 0.18774 -0.33716
O -3.73768 0.72462 0.89802
O -4.04965 -1.09818 -0.43249
O -1.63782 1.37426 -0.36248
H 0.89214 -1.21046 -0.35243
H 0.48280 0.47222 -0.71432
```

Atomic partial charges in e from the Löwdin method, atoms 1 to 5:
1 C -0.7108
2 N -0.0281
3 N 0.0010
4 N -0.2575
5 O 0.0357

---

Record 3
Here is 5 unconnected molecules or ions with the total composition C4H19NO5 in a non-equilibrium geometry from the Open Molecules 2025 dataset. Energies are from wB97M-V/def2-TZVPD.

Values from the calculation:
Energy above the lowest of the compared OMol25 structures with the same formula, charge and spin (kJ/mol): 0.0
Orbital gap (alpha / beta) (eV): 10.64 / 4.42
<S²>: 0.76
Highest occupied orbital energy (alpha / beta) (eV): -13.46 / -13.45
Total charge: +1
Molar mass (g/mol): 161.2
Multiplicity: 2

The geometry in XYZ format:
```
29
C4H19NO5, DFT wB97M-V/def2-TZVPD
O -30.31671 16.55716 15.04442
H -30.32084 17.49018 15.25813
H -29.72172 16.16693 15.68469
O -30.46484 15.55557 12.15041
H -30.34204 15.98267 12.99819
H -30.92791 14.74338 12.35569
O -31.40114 12.83972 12.38652
H -32.09131 12.77753 11.72620
H -30.86460 12.05939 12.24711
O -30.59298 17.69852 10.16915
H -30.40664 17.04586 10.84409
H -29.82054 17.68657 9.60398
C -32.64488 19.05603 13.13662
C -31.96723 20.31821 13.52479
C -31.70213 21.21743 12.31788
O -31.12169 22.41212 12.78558
C -31.47050 23.55873 12.02371
N -32.75768 20.99421 14.60183
H -33.09596 18.53013 13.97809
H -32.08792 18.26568 12.63339
H -33.47374 19.23432 12.45156
H -30.98919 20.10321 13.95527
H -32.65818 21.33731 11.80828
H -31.14277 20.52499 11.68880
H -31.12798 24.43048 12.58123
H -32.53137 23.73444 11.84543
H -30.96093 23.53513 11.06044
H -33.72337 21.15091 14.35085
H -32.38866 21.92294 14.45563
```

Atomic partial charges in e from the Löwdin method, atoms 1 to 5:
1 O -0.0325
2 H 0.0311
3 H 0.0559
4 O -0.0504
5 H -0.0023

---

Record 4
Here is 5 unconnected molecules or ions with the total composition C64H144NO3P4 in a non-equilibrium geometry from the Open Molecules 2025 dataset. Energies are from wB97M-V/def2-TZVPD.

Values from the calculation:
Energy above the lowest of the compared OMol25 structures with the same formula, charge and spin (kJ/mol): 0.0
Orbital gap (alpha / beta) (eV): 2.61 / 8.90
<S²>: 0.75
Highest occupied orbital energy (alpha / beta) (eV): -5.49 / -11.96
Total charge: +2
Molar mass (g/mol): 1099.8
Multiplicity: 2

The geometry in XYZ format:
```
216
C64H144NO3P4, DFT wB97M-V/def2-TZVPD
C 7.80503 -12.15179 -16.46081
C 7.83586 -10.65405 -16.08617
C 6.51474 -9.89234 -16.05422
C 6.31307 -9.01681 -14.78868
P 5.12418 -7.53322 -14.73440
C 4.34464 -7.46054 -13.13714
C 5.29928 -7.46619 -11.78817
C 4.60803 -8.01264 -10.54051
C 4.80945 -9.50196 -10.40657
C 3.85873 -7.71094 -16.10914
C 2.48353 -7.01692 -15.96869
C 1.55420 -7.78518 -15.03417
C 0.08147 -7.36093 -15.06320
C 5.98400 -5.91682 -14.93645
C 7.10876 -5.99664 -15.93891
C 7.66515 -4.56080 -16.26350
C 8.38628 -4.54085 -17.67518
H 8.83764 -12.46555 -16.61371
H 7.20792 -12.34283 -17.35247
H 7.35066 -12.75751 -15.67675
H 8.60853 -10.24223 -16.73540
H 8.20986 -10.40524 -15.09303
H 5.70499 -10.53165 -16.40591
H 6.71388 -9.08222 -16.75576
H 7.22415 -8.54148 -14.42524
H 5.95598 -9.77299 -14.08956
H 3.73794 -8.36182 -13.22501
H 3.57682 -6.69509 -13.24961
H 5.58717 -6.43913 -11.56374
H 6.25550 -7.96702 -11.93949
H 3.57603 -7.68411 -10.41746
H 5.13944 -7.54044 -9.71423
H 4.32344 -10.11740 -11.16362
H 4.31455 -9.84764 -9.49900
H 5.86037 -9.74954 -10.25703
H 3.80172 -8.79171 -16.23875
H 4.46075 -7.36031 -16.94743
H 2.05069 -6.99346 -16.96879
H 2.58636 -6.00249 -15.58338
H 1.98403 -7.62455 -14.04546
H 1.57056 -8.85570 -15.23865
H -0.45711 -7.95522 -14.32507
H -0.29408 -7.50453 -16.07633
H -0.18593 -6.31353 -14.92341
H 6.42459 -5.69986 -13.96335
H 5.18223 -5.27607 -15.30347
H 6.68615 -6.30587 -16.89488
H 7.83916 -6.71702 -15.57057
H 8.31967 -4.45076 -15.39886
H 6.91362 -3.77166 -16.23958
H 7.78412 -4.86628 -18.52347
H 9.29709 -5.12629 -17.54951
H 8.86433 -3.59437 -17.92768
C 0.90021 -14.48415 -8.19260
C -0.38221 -13.65916 -7.95517
C -0.79281 -12.78164 -9.07549
C -0.04055 -11.48524 -9.36733
P -1.04109 -10.35756 -10.41477
C -2.64442 -9.83195 -9.59568
C -2.51934 -9.37252 -8.17677
C -3.72389 -8.92390 -7.40188
C -3.45864 -7.70824 -6.44157
C -0.13841 -8.79418 -10.88165
C 0.60181 -8.04219 -9.72520
C 1.19295 -6.73528 -10.23720
C 0.08465 -5.59955 -10.44780
C -1.37863 -11.20941 -12.01679
C -2.26642 -10.45587 -12.96532
C -2.47745 -11.30664 -14.19185
C -1.30147 -11.47493 -15.07271
H 1.24019 -14.71953 -7.18408
H 1.73534 -13.93276 -8.62458
H 0.79094 -15.35190 -8.84311
H -0.19438 -13.13101 -7.02035
H -1.09384 -14.44572 -7.70418
H -1.82705 -12.63160 -8.76574
H -0.74414 -13.31512 -10.02477
H 0.95269 -11.79095 -9.69613
H -0.03996 -10.91525 -8.43824
H -3.19577 -10.75466 -9.77654
H -3.19193 -9.10092 -10.19059
H -1.72267 -8.63951 -8.04975
H -2.21949 -10.30387 -7.69639
H -4.15599 -9.79749 -6.91378
H -4.43158 -8.71098 -8.20309
H -2.92555 -8.03907 -5.55024
H -4.36327 -7.29923 -5.99163
H -2.94027 -6.82339 -6.81094
H -0.66279 -8.11044 -11.54920
H 0.64627 -9.12174 -11.56361
H 1.37605 -8.71939 -9.36458
H -0.06844 -8.02825 -8.86575
H 1.73222 -6.92600 -11.16506
H 1.84683 -6.25840 -9.50704
H -0.49651 -5.71011 -11.36329
H 0.51967 -4.60760 -10.56983
H -0.77309 -5.53563 -9.77825
H -1.85324 -12.15127 -11.74157
H -0.45709 -11.54580 -12.49187
H -1.85468 -9.47317 -13.19525
H -3.24371 -10.29389 -12.51061
H -3.29028 -10.79707 -14.70929
H -2.90455 -12.23782 -13.81957
H -1.59475 -12.04578 -15.95373
H -0.65153 -12.27341 -14.71480
H -0.65943 -10.61509 -15.26392
C 5.92889 -15.91210 -23.47324
C 5.24651 -15.09506 -22.45449
C 6.19117 -14.70631 -21.25530
C 5.59957 -13.50204 -20.59464
P 6.06328 -11.76022 -21.22788
C 4.73539 -10.64641 -20.70692
C 4.01368 -10.90567 -19.30405
C 2.78161 -10.08487 -18.95903
C 2.14140 -10.65302 -17.65889
C 7.52721 -11.18118 -20.40154
C 8.67897 -12.13904 -20.10171
C 9.52316 -12.53262 -21.32396
C 10.54741 -11.44829 -21.75293
C 6.37491 -11.95354 -23.05250
C 7.03034 -10.62441 -23.76579
C 5.99448 -9.55239 -24.19215
C 6.60438 -8.39443 -25.01434
H 5.49022 -16.17617 -24.43550
H 6.24212 -16.88888 -23.10459
H 6.69988 -15.23653 -23.84376
H 4.53372 -15.82640 -22.07347
H 4.68071 -14.23974 -22.82381
H 7.24689 -14.51609 -21.44864
H 6.38950 -15.51481 -20.55166
H 5.81709 -13.39506 -19.53193
H 4.51288 -13.58550 -20.60983
H 3.96288 -10.56875 -21.47196
H 5.10477 -9.62113 -20.68543
H 4.72846 -10.71680 -18.50310
H 3.81627 -11.97754 -19.31846
H 2.04606 -10.12247 -19.76256
H 2.97564 -9.02736 -18.77976
H 3.03762 -10.71554 -17.04164
H 1.76370 -11.66461 -17.80770
H 1.32980 -10.07283 -17.21982
H 7.17110 -10.77361 -19.45540
H 7.78427 -10.25716 -20.91942
H 8.23199 -13.02246 -19.64576
H 9.34572 -11.86120 -19.28541
H 8.93671 -12.96874 -22.13264
H 10.10859 -13.38635 -20.98262
H 10.08152 -10.56473 -22.18925
H 11.20811 -11.76086 -22.56155
H 11.11452 -10.97247 -20.95288
H 5.39907 -12.08768 -23.51923
H 7.02008 -12.80851 -23.25468
H 7.58657 -10.96001 -24.64105
H 7.86903 -10.27926 -23.16116
H 5.49787 -9.12341 -23.32183
H 5.23425 -10.08643 -24.76220
H 5.76544 -7.82307 -25.41160
H 7.16369 -8.80686 -25.85408
H 7.22116 -7.65418 -24.50474
C 7.89593 -15.76996 -17.18570
C 6.40456 -16.14325 -17.34000
C 5.52053 -14.93462 -16.85116
C 4.04229 -14.80752 -17.12881
P 2.85448 -15.97881 -16.24827
C 3.09887 -16.22323 -14.45072
C 2.86929 -14.94073 -13.49752
C 3.08732 -15.10796 -11.91086
C 3.31300 -13.80250 -11.10095
C 2.98176 -17.68878 -17.06621
C 3.18097 -17.61910 -18.58073
C 1.94078 -17.31314 -19.34400
C 0.93742 -18.52984 -19.41074
C 1.22595 -15.25961 -16.68480
C 0.02605 -16.12122 -16.50444
C -1.26310 -15.34915 -16.59952
C -1.48901 -14.57354 -17.89519
H 8.42908 -16.71725 -17.10514
H 8.11341 -15.23183 -16.26308
H 8.26857 -15.12101 -17.97822
H 6.21496 -17.03710 -16.74570
H 6.22509 -16.45470 -18.36903
H 5.84018 -13.98879 -17.28856
H 5.78720 -14.70888 -15.81868
H 3.90073 -14.97074 -18.19719
H 3.77498 -13.76533 -16.95425
H 4.05467 -16.73129 -14.32251
H 2.29522 -16.86454 -14.08883
H 1.90525 -14.47105 -13.69277
H 3.55936 -14.13729 -13.75516
H 4.04711 -15.61603 -11.81727
H 2.47558 -15.88727 -11.45637
H 4.17672 -13.21407 -11.41051
H 3.45332 -13.97862 -10.03446
H 2.45083 -13.13638 -11.13351
H 2.02134 -18.10337 -16.75995
H 3.77551 -18.18678 -16.50938
H 3.47395 -18.55967 -19.04720
H 3.99223 -16.98376 -18.93612
H 2.22796 -17.12295 -20.37814
H 1.52834 -16.35445 -19.02951
H 1.44441 -19.44955 -19.70262
H 0.10409 -18.35761 -20.09192
H 0.51447 -18.84171 -18.45578
H 1.26065 -14.87485 -17.70405
H 1.10525 -14.41668 -16.00435
H 0.04881 -16.65870 -15.55645
H 0.19282 -16.93514 -17.21002
H -1.10638 -14.70612 -15.73348
H -2.11272 -16.01979 -16.47114
H -0.69358 -13.84701 -18.06116
H -2.52024 -14.22706 -17.82727
H -1.62264 -15.22880 -18.75592
N 2.88095 -11.05291 -13.64566
O 2.13863 -11.64693 -14.44268
O 4.08905 -11.16684 -13.72201
O 2.35290 -10.44138 -12.76074
```

Atomic partial charges in e from the Löwdin method, atoms 1 to 5:
1 C -0.0992
2 C -0.2432
3 C -0.2371
4 C -0.2285
5 P 1.0510